Formula: H22O11
Source: the Open Molecules 2025 dataset
Level of theory: ωB97M-V with the def2-TZVPD basis set

Properties
SMILES   O.O.O.O.O.O.O.O.O.O.O
Spin multiplicity   1
Gap between HOMO and LUMO   10.5 eV
Molar mass   198.165 g/mol
LUMO   -0.010 Ha

The geometry in XYZ format:
```
33
Properties=species:S:1:pos:R:3:nbo_charge:R:1
O 1.671 3.113 -2.048 -0.94
H 2.343 3.288 -1.371 0.47
H 2.206 2.994 -2.846 0.47
O -3.834 2.411 -0.528 -0.90
H -4.188 3.165 -1.191 0.45
H -3.093 2.272 -0.962 0.44
O -2.576 -1.082 3.264 -0.94
H -3.138 -1.779 3.601 0.47
H -1.856 -0.924 3.935 0.48
O -0.576 -3.195 -1.783 -1.00
H 0.060 -3.247 -2.557 0.50
H -1.486 -2.967 -1.979 0.51
O 3.272 -0.488 -3.237 -1.00
H 3.681 -0.853 -2.402 0.51
H 2.562 0.225 -3.256 0.49
O -0.185 -1.143 -0.067 -1.01
H -0.132 -2.161 -0.121 0.51
H -0.350 -0.547 -0.819 0.49
O -0.915 -4.598 0.639 -0.94
H -0.801 -3.625 0.743 0.45
H -0.678 -4.690 -0.316 0.48
O 2.774 1.914 3.358 -0.92
H 2.527 2.546 4.068 0.46
H 3.079 2.451 2.638 0.46
O -1.785 -0.857 -3.692 -0.94
H -1.757 -0.970 -4.578 0.47
H -1.152 -0.158 -3.447 0.47
O -0.972 2.752 4.148 -0.93
H -1.099 3.547 3.472 0.47
H -0.046 2.839 4.410 0.46
O 2.456 -0.004 1.044 -0.98
H 1.852 0.678 0.766 0.48
H 2.137 -0.906 1.113 0.49
```


Formula: H22O11
Source: the Open Molecules 2025 dataset
Level of theory: ωB97M-V with the def2-TZVPD basis set

Properties
Spin multiplicity   1
Gap between HOMO and LUMO   7.2 eV
Molar mass   198.165 g/mol
LUMO   -0.035 Ha

The geometry in XYZ format:
```
33
Properties=species:S:1:pos:R:3:nbo_charge:R:1
O -1.918 0.347 0.089 -0.89
H -2.854 0.381 0.288 0.52
H -1.776 1.071 -0.522 0.44
O 0.164 0.400 0.246 -0.87
H 0.182 -0.479 -0.133 0.46
H -0.765 0.627 0.281 0.45
O 0.313 -1.448 -0.971 -0.88
H -0.588 -1.414 -0.650 0.55
H 0.285 -2.069 -1.699 0.53
O 0.584 2.777 0.073 -0.97
H -0.189 2.214 0.023 0.42
H 1.083 2.571 -0.717 0.46
O 2.257 -1.805 -1.005 -0.96
H 2.231 -2.697 -1.349 0.44
H 1.338 -1.572 -0.872 0.42
O -1.426 1.990 -0.925 -0.83
H -1.521 2.120 -1.868 0.52
H -1.969 2.674 -0.532 0.54
O 1.031 1.568 -1.674 -0.89
H 0.615 2.197 -2.264 0.45
H 0.301 1.112 -1.256 0.47
O 1.007 -1.624 1.106 -0.94
H 1.717 -1.951 0.553 0.50
H 1.434 -1.386 1.929 0.52
O -2.129 0.442 2.023 -1.03
H -1.867 0.505 1.104 0.40
H -1.617 -0.289 2.368 0.46
O 1.619 0.795 1.551 -1.01
H 0.992 0.427 0.928 0.43
H 2.475 0.639 1.151 0.43
O -0.680 -2.677 0.726 -1.04
H -0.240 -3.476 1.017 0.46
H -0.087 -1.970 0.980 0.44
```


Formula: H22O11
Source: the Open Molecules 2025 dataset
Level of theory: ωB97M-V with the def2-TZVPD basis set

Properties
SMILES   O.O.O.O.O.O.O.O.O.O.O
Spin multiplicity   1
Gap between HOMO and LUMO   8.9 eV
Molar mass   198.165 g/mol
LUMO   -0.021 Ha

The geometry in XYZ format:
```
33
Properties=species:S:1:pos:R:3:nbo_charge:R:1
O 1.035 -2.273 -0.567 -0.96
H 1.564 -2.962 -0.959 0.46
H 0.933 -2.570 0.356 0.50
O 1.717 -2.023 -3.365 -0.95
H 1.522 -1.207 -2.895 0.47
H 1.564 -2.632 -2.647 0.45
O 0.799 2.938 -1.772 -0.95
H 1.543 3.280 -2.270 0.47
H 0.910 1.994 -1.891 0.47
O 1.648 2.084 1.765 -0.96
H 1.339 2.886 1.348 0.45
H 1.263 1.362 1.261 0.49
O -0.591 -2.466 2.030 -0.98
H -1.182 -1.792 1.597 0.49
H -1.232 -3.008 2.486 0.48
O -1.359 1.590 2.536 -0.94
H -2.029 1.557 1.901 0.45
H -0.744 0.896 2.320 0.48
O -2.613 -0.580 0.827 -0.95
H -2.753 -0.310 -0.072 0.49
H -2.920 -1.511 0.856 0.47
O 0.884 -0.376 3.051 -0.94
H 0.876 -0.968 3.802 0.46
H 0.573 -0.929 2.341 0.48
O -2.074 1.633 -0.994 -0.96
H -1.542 2.384 -0.833 0.50
H -1.888 1.368 -1.879 0.46
O 0.968 0.188 -2.389 -0.94
H 1.430 0.630 -3.122 0.50
H 0.063 0.010 -2.727 0.50
O 0.312 0.356 0.277 -0.97
H -0.584 0.513 0.184 0.48
H 0.564 -0.068 -0.550 0.50
```